The following is a DFT calculation (ωB97M-V with the def2-TZVPD basis set) of C4H5AgO5 as an isolated structure.

XYZ file:
```
15
C4H5AgO5 | the OMol25 dataset | ωB97M-V with the def2-TZVPD basis set
O -1.308 1.600 -0.180
C -0.432 2.203 -0.898
C -0.236 0.015 0.440
O -0.761 3.064 -1.731
O 0.792 1.719 -0.878
C 0.867 0.315 -0.579
Ag -2.720 3.602 -1.270
H -1.026 -0.608 0.001
H -0.084 0.550 1.384
H 0.706 -0.241 -1.508
H 1.869 0.141 -0.176
O 0.985 -3.596 1.651
C 0.081 -2.737 1.108
O 0.483 -1.550 1.310
H 0.784 -4.480 1.325
```

molar mass: 240.9 g/mol
E_HOMO (spin up / spin down): -4.42 / -8.42 eV
total energy: -678.3363 a.u.
gap between HOMO and LUMO (spin up / spin down): 3.476 / 4.142 eV
energy above the lowest of the compared OMol25 structures with the same formula, charge and spin: 73.0 kcal per mole
2S+1: 3

=====

The following is a DFT calculation (ωB97M-V with the def2-TZVPD basis set) of C23H24BN4O2RuS as an isolated structure.

XYZ file:
```
56
C23H24BN4O2RuS | the OMol25 dataset | ωB97M-V with the def2-TZVPD basis set
Ru 1.155 0.287 -0.675
C 1.303 -1.955 -2.801
N 0.447 -0.755 -2.699
C 0.580 0.076 -3.905
C -0.945 -1.098 -2.448
C -1.561 -2.129 -3.135
C -2.850 -2.521 -2.813
C -3.488 -1.890 -1.757
C -2.888 -0.837 -1.087
C -1.624 -0.361 -1.464
N -0.918 0.699 -0.897
C -1.492 1.741 -0.178
C -2.855 2.053 -0.071
C -3.297 3.074 0.757
C -2.405 3.836 1.492
C -1.046 3.615 1.316
C -0.600 2.610 0.479
N 0.805 2.506 0.121
C 1.065 3.495 -0.944
C 1.731 2.710 1.248
H 1.084 -2.527 -3.707
H 1.147 -2.588 -1.929
H 2.345 -1.643 -2.834
H 0.260 -0.487 -4.788
H 1.618 0.382 -4.022
H -0.048 0.959 -3.798
H -1.021 -2.649 -3.916
H -3.327 -3.329 -3.351
H -4.466 -2.225 -1.434
H -3.385 -0.424 -0.225
H -3.583 1.521 -0.659
H -4.360 3.268 0.823
H -2.751 4.614 2.158
H -0.329 4.250 1.818
H 0.846 4.502 -0.576
H 0.423 3.278 -1.797
H 2.107 3.443 -1.248
H 1.756 3.757 1.563
H 2.733 2.424 0.929
H 1.429 2.081 2.082
S 3.226 1.100 -1.754
C 3.463 -0.307 -0.842
N 3.851 -1.273 -0.306
O 0.552 -2.306 1.295
B 1.038 -1.017 1.112
O 1.593 -0.535 2.311
C 1.473 -1.568 3.212
C 1.883 -1.617 4.524
C 1.635 -2.806 5.210
C 1.003 -3.881 4.592
C 0.592 -3.814 3.261
C 0.847 -2.636 2.600
H 2.377 -0.778 4.992
H 1.942 -2.895 6.243
H 0.828 -4.789 5.154
H 0.100 -4.641 2.768
```

molar mass: 532.4 g/mol
E_HOMO (spin up / spin down): -6.89 / -7.41 eV
total energy: -1778.2479 a.u.
gap between HOMO and LUMO (spin up / spin down): 7.454 / 6.155 eV
energy above the lowest of the compared OMol25 structures with the same formula, charge and spin: 0.0 kcal per mole
2S+1: 6

=====

The following is a DFT calculation (ωB97M-V with the def2-TZVPD basis set) of C8H15NOSi in the gas phase.

XYZ file:
```
26
C8H15NOSi | the OMol25 dataset | ωB97M-V with the def2-TZVPD basis set
C 0.412 -1.959 -2.010
C 1.835 1.047 0.962
C 1.616 -0.471 1.131
C 2.226 1.432 -0.421
C 0.156 -0.871 1.344
C 0.038 -2.380 1.541
C -2.516 1.424 -1.783
C -2.080 0.009 -2.147
N 1.123 -2.757 -2.441
O -0.690 -0.473 0.291
Si -0.463 -0.492 -1.308
H 0.928 1.587 1.254
H 2.620 1.362 1.671
H 1.985 -0.989 0.244
H 2.173 -0.841 1.993
H 2.047 2.435 -0.758
H 3.005 0.873 -0.907
H -0.239 -0.356 2.231
H 0.475 -2.899 0.690
H -1.009 -2.664 1.622
H 0.555 -2.682 2.446
H -1.792 2.152 -2.143
H -3.482 1.656 -2.229
H -2.602 1.530 -0.705
H -1.957 -0.075 -3.227
H -2.869 -0.693 -1.862
```

molar mass: 169.3 g/mol
E_HOMO (spin up / spin down): -8.18 / -7.23 eV
total energy: -733.2449 a.u.
gap between HOMO and LUMO (spin up / spin down): 7.842 / 7.562 eV
energy above the lowest of the compared OMol25 structures with the same formula, charge and spin: 77.0 kcal per mole
2S+1: 1

=====

The following is a DFT calculation (ωB97M-V with the def2-TZVPD basis set) of C2H4InO2 as an isolated structure.

XYZ file:
```
9
C2H4InO2 | the OMol25 dataset | ωB97M-V with the def2-TZVPD basis set
H -1.440 -0.556 0.350
C -0.143 0.614 -0.890
C -0.339 -0.817 0.655
O 0.914 -1.110 0.440
O 0.560 1.401 -0.099
H -1.184 0.926 -1.065
H -0.595 -0.986 1.718
In 1.962 0.415 0.673
H 0.264 0.113 -1.782
```

molar mass: 174.9 g/mol
charge: +2
E_HOMO (spin up / spin down): -20.03 / -22.65 eV
total energy: -418.2211 a.u.
gap between HOMO and LUMO (spin up / spin down): 7.236 / 9.536 eV
energy above the lowest of the compared OMol25 structures with the same formula, charge and spin: 71.2 kcal per mole
2S+1: 2

=====

The following is a DFT calculation (ωB97M-V with the def2-TZVPD basis set) of C32H45BrEuN2P2 as an isolated structure.

XYZ file:
```
83
C32H45BrEuN2P2 | the OMol25 dataset | ωB97M-V with the def2-TZVPD basis set
N -4.098 -1.729 -6.066
C -3.605 -2.812 -5.472
C -3.356 -2.861 -4.095
C -3.727 -1.738 -3.286
C -4.082 -0.552 -3.989
C -4.323 -0.621 -5.366
C -3.726 -1.723 -1.812
Eu -2.243 -2.313 0.057
P -1.082 -0.523 2.938
C -3.342 -0.564 -1.066
C -2.331 0.407 -1.432
C -2.386 1.674 -0.787
C -1.257 2.457 -0.675
C -0.001 1.988 -1.165
C -0.027 0.878 -2.047
C -1.164 0.080 -2.176
Br 0.124 0.189 0.978
H -4.319 -2.506 -1.287
H -3.947 -0.315 -0.174
H -2.869 -3.763 -3.727
H -4.224 0.410 -3.499
H -3.424 -3.652 -6.155
H -4.705 0.250 -5.908
H -3.298 1.937 -0.217
H -1.149 -0.813 -2.806
H -1.295 3.392 -0.103
H 0.869 0.639 -2.613
P 1.575 2.847 -0.707
C -2.220 -1.965 2.856
C -2.954 -2.662 4.052
H -1.549 -2.717 2.349
H -3.019 -1.628 2.145
H -3.259 -3.651 3.699
H -2.365 -2.835 4.964
H -3.888 -2.148 4.344
C -1.978 1.075 3.004
C -1.602 2.033 4.120
H -3.063 0.927 2.884
H -1.609 1.492 2.044
H -2.033 3.016 3.906
H -1.974 1.699 5.094
H -0.516 2.171 4.204
C 0.584 -0.707 3.781
C 0.898 -1.152 5.201
H 1.067 0.272 3.586
H 1.065 -1.435 3.100
H 1.983 -1.084 5.349
H 0.429 -0.523 5.963
H 0.628 -2.196 5.377
C 2.916 1.697 -0.308
C 4.165 2.280 0.344
H 3.177 1.172 -1.234
H 2.465 0.920 0.323
H 4.737 2.934 -0.323
H 3.968 2.833 1.258
H 4.847 1.460 0.605
C 1.199 3.927 0.690
C 0.742 5.353 0.340
H 2.134 3.966 1.263
H 0.492 3.406 1.352
H 1.569 5.956 -0.054
H -0.077 5.410 -0.397
H 0.383 5.846 1.261
C 2.066 3.810 -2.136
C 2.674 3.012 -3.282
H 2.744 4.587 -1.761
H 1.154 4.312 -2.473
H 1.917 2.434 -3.816
H 3.116 3.697 -4.011
H 3.456 2.325 -2.957
N -0.317 -3.491 -0.675
C 0.857 -3.541 -0.535
C 2.251 -3.679 -0.406
C 3.039 -3.907 -1.540
C 4.423 -4.035 -1.423
C 5.021 -4.007 -0.155
C 4.235 -3.825 0.981
C 2.851 -3.693 0.868
H 2.552 -4.030 -2.510
H 5.022 -4.176 -2.316
H 6.096 -4.149 -0.061
H 4.696 -3.799 1.968
H 2.217 -3.647 1.752
```

molar mass: 751.5 g/mol
charge: +2
E_HOMO (spin up / spin down): -10.92 / -11.97 eV
total energy: -5322.0103 a.u.
gap between HOMO and LUMO (spin up / spin down): 5.951 / 3.120 eV
energy above the lowest of the compared OMol25 structures with the same formula, charge and spin: 121.6 kcal per mole
2S+1: 8

=====

The following is a DFT calculation (ωB97M-V with the def2-TZVPD basis set) of a 13-piece molecular cluster, H26O13 overall.

XYZ file:
```
39
H26O13 | the OMol25 dataset | ωB97M-V with the def2-TZVPD basis set
O -5.160 5.289 -17.664
H -6.042 5.323 -18.034
H -5.298 5.163 -16.726
O -7.526 9.171 -13.370
H -7.036 9.150 -12.548
H -8.333 9.639 -13.157
O -3.646 9.651 -16.971
H -3.776 9.411 -17.888
H -4.221 10.404 -16.836
O -1.097 4.283 -15.399
H -0.232 3.954 -15.152
H -0.986 5.232 -15.452
O 1.045 7.416 -12.268
H 1.652 6.986 -12.870
H 0.574 8.047 -12.812
O -4.289 12.894 -11.805
H -4.154 13.688 -11.288
H -3.936 12.190 -11.260
O -6.784 4.904 -14.645
H -6.243 4.534 -13.948
H -6.695 5.852 -14.541
O -6.020 11.783 -15.025
H -6.373 10.963 -14.678
H -5.712 12.257 -14.253
O -6.216 5.511 -10.781
H -6.267 6.447 -10.971
H -5.279 5.331 -10.710
O -2.835 10.148 -9.874
H -3.059 10.379 -8.973
H -2.563 9.232 -9.827
O -4.094 3.039 -12.819
H -3.663 2.198 -12.666
H -3.400 3.607 -13.154
O -3.826 7.534 -13.437
H -4.230 7.830 -14.252
H -3.628 8.340 -12.960
O -0.328 7.868 -15.750
H 0.128 8.708 -15.702
H -1.248 8.101 -15.876
```

molar mass: 234.2 g/mol
E_HOMO: -10.94 eV
total energy: -993.6823 a.u.
gap between HOMO and LUMO: 10.674 eV
energy above the lowest of the compared OMol25 structures with the same formula, charge and spin: 57.1 kcal per mole
2S+1: 1

=====

Maximum force per entry: 7.1 1.2 1.7 9.7 4.2 0.5 eV Å⁻¹